No. 1
{"formula": "C28H47Cl2N2O5", "method": "ωB97M-V/def2-TZVPD", "species": ["C", "C", "C", "C", "C", "O", "O", "C", "C", "C", "N", "C", "C", "C", "Cl", "C", "C", "Cl", "N", "C", "C", "C", "C", "C", "C", "C", "C", "C", "C", "O", "C", "C", "O", "C", "C", "H", "H", "H", "H", "H", "H", "H", "H", "H", "H", "H", "H", "H", "H", "H", "H", "H", "H", "H", "H", "H", "H", "H", "H", "H", "H", "H", "H", "H", "H", "H", "H", "H", "H", "H", "H", "H", "H", "H", "H", "H", "H", "H", "C", "O", "H", "H", "H", "H"], "positions_angstrom": [[0.465561, 4.743335, 1.953577], [-0.014579, 4.584265, 0.700754], [-0.098907, 3.329580, -0.042136], [-1.166279, 3.095318, -0.901734], [-2.258120, 4.116260, -1.069613], [-2.183104, 4.987996, -1.893022], [-3.314269, 3.893809, -0.267700], [-3.560311, 4.908930, 0.746352], [-4.950535, 4.706811, 1.300809], [-6.014647, 4.809217, 0.182917], [-6.297916, 3.477259, -0.381391], [-1.243391, 1.899615, -1.597197], [-0.284634, 0.941080, -1.434983], [-0.453989, -0.341488, -2.155701], [0.195509, -0.454011, -3.747242], [-1.136313, -1.340627, -1.591596], [-1.756817, -1.255317, -0.220224], [-1.347551, -2.828458, -2.413648], [0.767676, 1.166609, -0.607170], [1.794879, 0.120951, -0.371645], [2.650434, -0.273510, -1.584848], [2.662176, -1.786584, -1.818291], [3.134708, -2.587579, -0.608959], [3.029921, -4.116488, -0.846574], [2.133452, -4.794388, 0.190674], [2.333958, -6.321791, 0.239776], [1.035001, -7.122160, 0.249420], [0.197772, -6.933565, 1.516506], [-0.682999, -8.153365, 1.864224], [-0.332466, -8.744993, 3.093648], [-1.194448, -8.466605, 4.177213], [0.868330, 2.335971, 0.074630], [1.927726, 2.479121, 0.859646], [2.987153, 3.352105, 0.366907], [3.096907, 3.450936, -1.139148], [0.169187, 4.089645, 2.767939], [1.138192, 5.556029, 2.203978], [-0.421614, 5.463765, 0.213680], [-2.803012, 4.834605, 1.527219], [-3.498816, 5.891809, 0.274887], [-5.139252, 5.444113, 2.079305], [-5.037220, 3.693408, 1.691121], [-6.932885, 5.209013, 0.604219], [-5.621243, 5.479143, -0.584542], [-5.899895, 3.388685, -1.305324], [-7.297361, 3.359938, -0.472309], [-2.067394, 1.710391, -2.269507], [-0.994994, -1.279785, 0.557344], [-2.343921, -0.340588, -0.143728], [-2.447261, -2.083561, -0.101357], [2.435545, 0.413986, 0.445702], [1.248706, -0.759366, -0.033938], [3.688100, 0.006481, -1.390107], [2.356607, 0.250183, -2.490978], [3.352338, -1.999691, -2.634908], [1.663941, -2.141090, -2.084476], [2.541738, -2.372857, 0.284282], [4.161838, -2.327989, -0.341572], [2.568032, -4.265025, -1.824181], [4.022918, -4.558750, -0.810796], [2.352403, -4.383797, 1.179812], [1.080245, -4.573085, -0.006478], [2.935702, -6.619705, 1.098652], [2.889109, -6.613367, -0.655414], [1.308539, -8.179789, 0.192879], [0.451813, -6.914223, -0.650511], [0.818946, -6.713746, 2.385372], [-0.469904, -6.081088, 1.361994], [-0.543688, -8.914719, 1.092507], [-1.737526, -7.868861, 1.823053], [-0.772122, -7.687925, 4.818659], [-1.285362, -9.364769, 4.787911], [-2.196980, -8.185090, 3.852012], [2.867390, 4.352726, 0.778921], [3.926430, 2.977630, 0.766799], [2.332343, 4.092316, -1.577458], [4.053175, 3.918484, -1.371386], [3.095530, 2.477183, -1.628430], [1.756835, 7.723169, -1.142409], [1.293364, 6.429070, -1.530931], [2.835552, 7.737105, -1.272204], [1.315457, 8.501218, -1.767229], [1.522348, 7.927357, -0.093828], [0.338242, 6.423180, -1.428476]], "forces_ev_per_angstrom": [[-0.3, -0.2, -0.1], [0.2, 0.3, 0.6], [-1.7, 0.1, 0.5], [0.0, -0.3, -0.1], [-0.3, 0.4, -0.5], [0.1, -0.2, 0.6], [0.6, -0.2, 0.2], [-0.5, 0.5, 0.2], [-0.3, -0.3, -0.7], [0.5, -0.5, 0.3], [-0.1, 0.3, 0.0], [-0.2, 0.4, -0.2], [-0.1, -0.2, -0.3], [0.2, -0.5, 0.2], [-0.1, 0.3, -0.1], [0.1, 0.1, 0.2], [-0.2, 0.1, -0.5], [0.0, -0.1, -0.1], [0.3, 0.3, 0.2], [0.0, -0.9, -0.2], [0.4, -0.1, 0.0], [0.1, 0.1, 0.4], [0.0, -0.5, 0.1], [-0.4, 0.7, 0.4], [0.3, -0.4, 0.4], [-0.4, 0.1, -0.6], [0.4, -0.5, 0.5], [-0.6, 0.1, -0.3], [0.3, 0.2, -0.5], [-0.4, -0.1, 0.0], [0.2, -0.1, 0.3], [0.2, 0.1, 0.0], [0.2, -0.2, 0.0], [0.8, 0.7, -0.3], [-0.1, 0.0, -0.1], [1.2, -0.9, -0.3], [-1.2, 0.9, 0.3], [1.1, 0.2, -0.7], [0.1, -0.1, -0.1], [0.1, 0.0, -0.1], [0.1, 0.0, 0.1], [0.0, 0.1, 0.4], [0.0, 0.2, -0.1], [-0.3, 0.2, 0.0], [0.0, -0.1, 0.0], [0.0, -0.1, -0.1], [0.0, -0.1, 0.0], [0.0, -0.1, 0.1], [0.1, 0.1, 0.2], [0.1, -0.1, 0.2], [-0.2, 0.3, 0.1], [-0.1, 0.0, 0.0], [0.0, 0.2, 0.0], [-0.1, 0.1, 0.0], [-0.2, 0.0, -0.2], [0.0, 0.0, -0.2], [-0.1, 0.2, 0.0], [0.0, 0.1, -0.1], [0.3, -0.3, -0.2], [0.0, -0.1, -0.2], [0.0, 0.1, 0.0], [0.0, 0.1, -0.1], [0.1, 0.1, 0.0], [0.1, -0.1, 0.0], [0.0, 0.0, -0.1], [-0.1, 0.1, 0.0], [0.1, 0.0, 0.0], [0.1, 0.2, 0.2], [0.0, -0.1, 0.0], [-0.1, -0.1, 0.3], [-0.1, 0.2, -0.1], [0.0, -0.1, 0.0], [0.0, 0.1, -0.1], [-0.3, -0.1, 0.1], [-0.2, -0.4, 0.2], [-0.1, -0.1, 0.0], [0.0, 0.0, 0.0], [0.0, -0.1, 0.0], [-0.1, -0.1, 0.0], [0.1, 0.0, 0.1], [0.0, 0.0, 0.0], [0.0, 0.0, 0.0], [0.0, 0.0, 0.0], [-0.1, 0.0, -0.2]], "max_force_ev_per_a": 1.78, "charge": 1, "e_above_lowest_kj_mol": 0.0, "e_homo_ev": -10.9, "e_lumo_ev": -4.020}

No. 2
{"formula": "C10H12O2S2", "method": "ωB97M-V/def2-TZVPD", "species": ["C", "C", "C", "C", "C", "C", "C", "C", "C", "C", "O", "O", "S", "S", "H", "H", "H", "H", "H", "H", "H", "H", "H", "H", "H", "H"], "positions_angstrom": [[-1.100150, -0.509025, -0.058204], [1.151533, -0.627158, 0.095094], [-2.451322, -0.338343, -0.149214], [2.409423, -0.710205, 0.123005], [-2.783359, 0.970164, -0.487420], [3.136228, 0.981041, -0.106836], [-3.399193, -1.516206, -0.083842], [3.364747, -1.767751, 0.121203], [-4.090379, 1.532850, -0.824320], [3.798693, 1.452594, 1.145051], [-1.826671, 1.839096, -0.410449], [3.119544, 1.435802, -1.197483], [-0.179759, -1.930064, 0.262042], [-0.008865, 0.803402, -0.025932], [-3.729910, -1.782751, 0.940588], [-2.859104, -2.430192, -0.414198], [-4.247614, -1.332153, -0.705172], [3.001767, -2.714384, 0.490034], [4.285112, -1.360187, 0.675973], [3.958667, -1.841656, -0.825369], [-4.509869, 1.939184, -0.005473], [-3.888139, 2.279154, -1.633492], [-4.693737, 0.841101, -1.279558], [4.841856, 1.708304, 1.214191], [3.209709, 2.359974, 1.288775], [3.490798, 0.717399, 1.851011]], "forces_ev_per_angstrom": [[-1.0, 0.2, 0.9], [-4.0, -0.3, 0.7], [-0.1, -1.7, -0.3], [2.9, 4.2, -1.1], [2.5, 2.7, 0.9], [0.3, -4.0, -0.5], [1.1, -0.6, 0.6], [3.8, 0.4, 0.1], [2.3, 0.4, -3.5], [-1.5, 0.6, -0.3], [-1.7, -1.0, -0.3], [-0.1, 0.6, 0.0], [1.0, 0.7, -0.5], [1.1, -0.9, -0.5], [0.0, 0.5, -0.4], [-0.5, 0.5, -0.2], [-0.7, -0.2, -0.4], [0.2, -0.3, 0.1], [-1.3, -1.0, 0.3], [-1.3, -0.4, 0.0], [-1.6, 1.6, 2.7], [-0.3, -0.2, 1.0], [-1.9, -1.9, -0.8], [0.4, -0.1, -0.6], [0.1, 0.3, 0.7], [0.2, -0.2, 1.1]], "max_force_ev_per_a": 5.24, "e_above_lowest_kj_mol": 67.1, "e_homo_ev": -8.2, "e_lumo_ev": 0.306}

No. 3
{"formula": "C3H4N2", "method": "ωB97M-V/def2-TZVPD", "species": ["N", "C", "C", "C", "N", "H", "H", "H", "H"], "positions_angstrom": [[2.807853, 0.067964, -0.133228], [1.711104, 0.141973, 0.163028], [0.306204, 0.191152, 0.509308], [-0.727858, 0.256669, -0.593876], [-0.541895, -1.031365, 0.053439], [0.091266, 0.742877, 1.347668], [-1.662111, 0.764472, -0.300527], [-0.719247, 0.207147, -1.782348], [-1.265314, -1.340890, 0.736540]], "forces_ev_per_angstrom": [[1.2, 0.1, -0.3], [-1.3, -0.4, 0.3], [-0.6, -2.1, -3.7], [-2.0, -0.7, -1.7], [1.0, 0.8, 1.2], [-0.7, 0.9, 2.0], [0.6, 0.1, 0.0], [1.0, 0.4, 2.7], [0.8, 0.9, -0.6]], "max_force_ev_per_a": 4.29, "e_above_lowest_kj_mol": 211.8, "e_homo_ev": -10.6, "e_lumo_ev": 0.802, "smiles": "N#C[C@H]1CN1"}

No. 4
{"formula": "C3H9NO2S", "method": "ωB97M-V/def2-TZVPD", "species": ["N", "C", "C", "S", "H", "H", "H", "H", "H", "H", "H", "O", "C", "O", "H", "H"], "positions_angstrom": [[0.425373, -0.723411, 1.475669], [1.132837, -0.821657, 0.171609], [0.742083, 0.326736, -0.752868], [1.665978, 0.150273, -2.356407], [0.960260, -1.131005, 2.233133], [-0.463154, -1.237852, 1.389138], [2.215281, -0.763203, 0.336970], [0.918101, -1.781738, -0.316369], [1.066179, 1.269775, -0.296389], [-0.304663, 0.239444, -1.014689], [1.818807, 1.428275, -2.709568], [-2.313530, -0.824105, 1.386286], [-2.333165, 0.415401, 1.326501], [-1.276152, 1.133728, 1.241777], [-3.306540, 0.909470, 1.395257], [-0.304529, 0.448307, 1.396799]], "forces_ev_per_angstrom": [[-0.2, -0.1, -1.1], [0.7, -0.2, -0.1], [0.8, -0.1, -0.6], [0.0, -0.5, 0.4], [0.0, 0.3, 0.0], [0.1, 0.0, 0.3], [-0.2, -0.1, 0.0], [0.1, 0.1, 0.1], [-0.6, -0.1, -0.2], [-0.2, 0.6, 0.3], [-0.2, 0.2, 0.3], [-0.4, 0.7, -0.2], [0.1, -2.1, 0.4], [1.2, 0.5, 0.2], [0.1, 0.5, -0.2], [-1.3, 0.4, 0.4]], "max_force_ev_per_a": 2.17, "e_above_lowest_kj_mol": 130.0, "e_homo_ev": -9.4, "e_lumo_ev": 0.750, "smiles": "NCCS.O=CO"}

No. 5
{"formula": "C5H10O2", "method": "ωB97M-V/def2-TZVPD", "species": ["C", "O", "C", "C", "C", "C", "O", "H", "H", "H", "H", "H", "H", "H", "H", "H", "H"], "positions_angstrom": [[-2.135145, -0.090746, -0.264631], [-0.856332, 0.385368, 0.107556], [0.028183, 0.461162, -1.001569], [1.352223, 1.015146, -0.569056], [1.600884, 1.554733, 0.618203], [0.670775, -2.317269, 0.597386], [0.369767, -1.530345, 1.592471], [-2.610222, 0.597618, -0.977290], [-2.739704, -0.137185, 0.643885], [-2.067684, -1.090349, -0.714812], [0.166025, -0.545868, -1.420586], [-0.418364, 1.106870, -1.776295], [2.142024, 0.935416, -1.315181], [2.589625, 1.924834, 0.873292], [0.825831, 1.644445, 1.374643], [1.211532, -3.159327, 1.103337], [-0.096603, -0.747474, 1.205687]], "forces_ev_per_angstrom": [[-0.2, 0.0, -0.1], [0.1, 0.0, 0.1], [0.1, 0.1, -0.1], [0.0, 0.1, 0.1], [0.0, 0.0, -0.1], [0.1, 0.0, 0.5], [0.0, -0.1, -0.4], [0.1, -0.1, 0.1], [0.1, 0.0, -0.1], [0.0, 0.1, 0.1], [0.0, 0.1, 0.0], [0.1, -0.1, 0.1], [-0.1, 0.0, 0.1], [-0.1, -0.1, -0.1], [0.1, 0.0, -0.1], [-0.1, 0.1, -0.2], [0.0, 0.0, 0.1]], "max_force_ev_per_a": 0.52, "e_above_lowest_kj_mol": 479.8, "e_homo_ev": -8.4, "e_lumo_ev": 1.007}

No. 6
{"formula": "C4H6O2S", "method": "ωB97M-V/def2-TZVPD", "species": ["C", "C", "C", "C", "O", "O", "S", "H", "H", "H", "H", "H", "H"], "positions_angstrom": [[-0.955921, 0.204549, -1.612273], [-1.376157, -0.119560, -0.265911], [-0.260984, 0.022591, 0.878407], [1.130963, -0.564504, 0.605919], [-1.260019, 0.567192, -2.672483], [2.427080, 1.530969, -0.461182], [1.905295, 0.174917, -0.873024], [-2.205239, 0.473337, -0.067811], [-1.666394, -1.133390, -0.321324], [-0.139275, 1.117133, 0.964156], [-0.701882, -0.492281, 1.787553], [1.804573, -0.194814, 1.462781], [1.297962, -1.586139, 0.575192]], "forces_ev_per_angstrom": [[2.9, 0.1, -0.3], [2.2, -0.4, 0.8], [-1.3, -0.4, -0.6], [1.0, 3.4, 1.0], [-0.9, 0.1, -0.1], [-0.5, -0.6, -0.1], [-0.2, 0.3, 0.0], [-1.8, 1.1, 0.8], [-0.6, -1.4, -0.1], [0.0, -0.6, 0.7], [0.5, 1.1, -0.8], [-0.9, -0.4, -1.2], [-0.4, -2.2, -0.3]], "max_force_ev_per_a": 3.67, "e_above_lowest_kj_mol": 303.7, "e_homo_ev": [-8.2, -7.1], "e_lumo_ev": [0.220, -0.439]}

- Number 1 is which compound?
  C28H47Cl2N2O5